# C51H91N12O

A 13-piece molecular cluster, C51H91N12O overall in a non-equilibrium geometry (ωB97M-V/def2-TZVPD, the OMol25 dataset).

Each atom is followed by the atoms it is bonded to, with distances in Å.
Geometry (Å):
1 C 19.533 -27.604 10.632  C2 1.558, H5 1.090, H6 1.090, H7 1.090
2 C 18.550 -28.541 9.869  C1 1.558, C3 1.578, O4 1.405, H8 1.090
3 C 17.470 -28.974 10.935  C2 1.578, H9 1.090, H10 1.090, H11 1.090
4 O 17.991 -27.987 8.705  C2 1.405
5 H 19.021 -26.674 10.879  C1 1.090
6 H 20.280 -27.247 9.923  C1 1.090
7 H 20.079 -28.002 11.487  C1 1.090
8 H 19.106 -29.422 9.548  C2 1.090
9 H 16.878 -28.180 11.391  C3 1.090
10 H 17.982 -29.431 11.782  C3 1.090
11 H 16.769 -29.677 10.484  C3 1.090
12 C 18.955 -27.973 16.725  C13 1.539, H17 1.090, H18 1.090, H19 1.090
13 C 18.887 -29.366 16.074  C12 1.539, C14 1.516, H20 1.090, H21 1.090
14 C 19.217 -29.331 14.595  C13 1.516, C15 1.451, H22 1.090, H23 1.090
15 C 20.593 -28.956 14.322  C14 1.451, N16 1.147
16 N 21.679 -28.626 14.157  C15 1.147
17 H 19.933 -27.523 16.557  C12 1.090
18 H 18.789 -28.107 17.794  C12 1.090
19 H 18.109 -27.388 16.364  C12 1.090
20 H 17.927 -29.861 16.219  C13 1.090
21 H 19.574 -30.030 16.598  C13 1.090
22 H 18.518 -28.697 14.049  C14 1.090
23 H 19.084 -30.305 14.124  C14 1.090
24 C 18.336 -32.927 12.618  C25 1.561, H29 1.090, H30 1.090, H31 1.090
25 C 17.066 -32.487 13.412  C24 1.561, C26 1.550, H32 1.090, H33 1.090
26 C 15.819 -32.273 12.518  C25 1.550, C27 1.433, H34 1.090, H35 1.090
27 C 15.453 -33.484 11.845  C26 1.433, N28 1.126
28 N 15.177 -34.427 11.296  C27 1.126
29 H 18.794 -32.151 12.005  C24 1.090
30 H 18.059 -33.707 11.909  C24 1.090
31 H 19.074 -33.343 13.304  C24 1.090
32 H 17.288 -31.560 13.941  C25 1.090
33 H 16.785 -33.182 14.202  C25 1.090
34 H 16.025 -31.507 11.769  C26 1.090
35 H 14.886 -32.055 13.038  C26 1.090
36 C 15.052 -23.570 11.566  C37 1.499, H41 1.090, H42 1.090, H43 1.090
37 C 16.394 -24.228 11.443  C36 1.499, C38 1.570, H44 1.090, H45 1.090
38 C 16.552 -25.068 10.126  C37 1.570, C39 1.485, H46 1.090, H47 1.090
39 C 15.737 -24.531 9.007  C38 1.485, N40 1.167
40 N 15.099 -24.137 8.113  C39 1.167
41 H 14.178 -24.202 11.413  C36 1.090
42 H 14.925 -22.687 10.940  C36 1.090
43 H 14.961 -23.237 12.600  C36 1.090
44 H 16.595 -24.926 12.256  C37 1.090
45 H 17.209 -23.505 11.407  C37 1.090
46 H 16.228 -26.104 10.224  C38 1.090
47 H 17.577 -25.166 9.768  C38 1.090
48 C 19.588 -31.993 5.056  C49 1.495, H53 1.090, H54 1.090, H55 1.090
49 C 20.341 -31.075 5.965  C48 1.495, C50 1.552, H56 1.090, H57 1.090
50 C 19.648 -29.713 6.237  C49 1.552, C51 1.491, H58 1.090, H59 1.090
51 C 19.499 -28.871 5.016  C50 1.491, N52 1.176
52 N 19.352 -28.167 4.085  C51 1.176
53 H 19.963 -33.015 5.012  C48 1.090
54 H 19.621 -31.583 4.047  C48 1.090
55 H 18.537 -32.120 5.316  C48 1.090
56 H 21.334 -30.922 5.544  C49 1.090
57 H 20.537 -31.543 6.929  C49 1.090
58 H 20.351 -29.113 6.814  C50 1.090
59 H 18.720 -29.806 6.802  C50 1.090
60 C 12.286 -27.667 8.338  C61 1.503, H65 1.090, H66 1.090, H67 1.090
61 C 13.389 -27.348 9.308  C60 1.503, C62 1.525, H68 1.090, H69 1.090
62 C 14.403 -28.467 9.524  C61 1.525, C63 1.471, H70 1.090, H71 1.090
63 C 13.979 -29.718 10.173  C62 1.471, N64 1.148
64 N 13.648 -30.685 10.695  C63 1.148
65 H 12.631 -27.650 7.305  C60 1.090
66 H 11.537 -26.877 8.387  C60 1.090
67 H 11.778 -28.623 8.470  C60 1.090
68 H 12.929 -27.037 10.246  C61 1.090
69 H 13.993 -26.503 8.981  C61 1.090
70 H 15.164 -28.075 10.199  C62 1.090
71 H 14.748 -28.699 8.517  C62 1.090
72 C 16.620 -25.971 4.060  C73 1.522, H77 1.090, H78 1.090, H79 1.090
73 C 16.128 -25.915 5.500  C72 1.522, C74 1.552, H80 1.090, H81 1.090
74 C 16.203 -27.284 6.225  C73 1.552, C75 1.421, H82 1.090, H83 1.090
75 C 15.234 -28.198 5.730  C74 1.421, N76 1.156
76 N 14.460 -28.944 5.305  C75 1.156
77 H 17.688 -26.189 4.061  C72 1.090
78 H 16.500 -24.976 3.631  C72 1.090
79 H 15.988 -26.639 3.476  C72 1.090
80 H 15.102 -25.553 5.560  C73 1.090
81 H 16.740 -25.188 6.035  C73 1.090
82 H 15.975 -27.174 7.285  C74 1.090
83 H 17.155 -27.781 6.037  C74 1.090
84 C 21.553 -32.545 11.357  C85 1.538, H89 1.090, H90 1.090, H91 1.090
85 C 21.481 -31.026 11.134  C84 1.538, C86 1.535, H92 1.090, H93 1.090
86 C 21.590 -30.744 9.629  C85 1.535, C87 1.484, H94 1.090, H95 1.090
87 C 22.866 -31.213 9.035  C86 1.484, N88 1.185
88 N 23.882 -31.545 8.524  C87 1.185
89 H 20.722 -33.069 10.883  C84 1.090
90 H 21.648 -32.656 12.437  C84 1.090
91 H 22.487 -33.022 11.058  C84 1.090
92 H 22.199 -30.409 11.675  C85 1.090
93 H 20.534 -30.596 11.460  C85 1.090
94 H 21.496 -29.684 9.392  C86 1.090
95 H 20.803 -31.289 9.107  C86 1.090
96 C 20.352 -22.842 14.404  C97 1.533, H101 1.090, H102 1.090, H103 1.090
97 C 21.022 -24.210 14.234  C96 1.533, C98 1.544, H104 1.090, H105 1.090
98 C 20.422 -25.130 13.150  C97 1.544, C99 1.486, H106 1.090, H107 1.090
99 C 19.116 -25.683 13.594  C98 1.486, N100 1.158
100 N 18.090 -26.089 13.942  C99 1.158
101 H 19.340 -22.762 14.803  C96 1.090
102 H 20.250 -22.339 13.442  C96 1.090
103 H 21.012 -22.174 14.958  C96 1.090
104 H 21.146 -24.747 15.175  C97 1.090
105 H 22.040 -23.992 13.912  C97 1.090
106 H 21.007 -26.042 13.024  C98 1.090
107 H 20.438 -24.604 12.196  C98 1.090
108 C 24.447 -27.524 11.890  C109 1.549, H113 1.090, H114 1.090, H115 1.090
109 C 23.587 -27.862 10.646  C108 1.549, C110 1.511, H116 1.090, H117 1.090
110 C 23.568 -26.903 9.480  C109 1.511, C111 1.476, H118 1.090, H119 1.090
111 C 23.194 -25.510 9.795  C110 1.476, N112 1.179
112 N 22.848 -24.416 10.065  C111 1.179
113 H 24.241 -28.175 12.739  C108 1.090
114 H 24.226 -26.515 12.238  C108 1.090
115 H 25.522 -27.609 11.728  C108 1.090
116 H 22.564 -27.995 10.997  C109 1.090
117 H 23.860 -28.877 10.357  C109 1.090
118 H 22.959 -27.323 8.679  C110 1.090
119 H 24.547 -26.830 9.007  C110 1.090
120 C 14.863 -33.320 7.750  C121 1.517, H125 1.090, H126 1.090, H127 1.090
121 C 15.349 -31.968 7.262  C120 1.517, C122 1.535, H128 1.090, H129 1.090
122 C 16.346 -31.285 8.208  C121 1.535, C123 1.487, H130 1.090, H131 1.090
123 C 17.584 -32.072 8.452  C122 1.487, N124 1.161
124 N 18.585 -32.635 8.612  C123 1.161
125 H 14.304 -33.224 8.681  C120 1.090
126 H 15.679 -34.020 7.930  C120 1.090
127 H 14.145 -33.670 7.008  C120 1.090
128 H 14.514 -31.275 7.160  C121 1.090
129 H 15.791 -32.126 6.278  C121 1.090
130 H 15.866 -31.061 9.160  C122 1.090
131 H 16.571 -30.291 7.821  C122 1.090
132 C 14.709 -29.102 15.414  C133 1.496, H137 1.090, H138 1.090, H139 1.090
133 C 15.233 -28.700 14.072  C132 1.496, C134 1.546, H140 1.090, H141 1.090
134 C 14.862 -27.290 13.560  C133 1.546, C135 1.465, H142 1.090, H143 1.090
135 C 13.423 -27.059 13.418  C134 1.465, N136 1.149
136 N 12.292 -26.866 13.365  C135 1.149
137 H 15.138 -28.356 16.083  C132 1.090
138 H 15.039 -30.085 15.749  C132 1.090
139 H 13.628 -29.065 15.546  C132 1.090
140 H 14.889 -29.482 13.394  C133 1.090
141 H 16.319 -28.788 14.109  C133 1.090
142 H 15.357 -27.155 12.598  C134 1.090
143 H 15.223 -26.481 14.196  C134 1.090
144 C 20.300 -23.006 7.522  C145 1.563, H149 1.090, H150 1.090, H151 1.090
145 C 19.168 -24.005 7.119  C144 1.563, C146 1.531, H152 1.090, H153 1.090
146 C 19.537 -25.488 7.216  C145 1.531, C147 1.463, H154 1.090, H155 1.090
147 C 20.831 -25.906 6.678  C146 1.463, N148 1.149
148 N 21.839 -26.272 6.266  C147 1.149
149 H 20.023 -21.964 7.360  C144 1.090
150 H 21.154 -23.078 6.849  C144 1.090
151 H 20.570 -23.170 8.565  C144 1.090
152 H 18.863 -23.756 6.103  C145 1.090
153 H 18.279 -23.782 7.710  C145 1.090
154 H 18.716 -26.102 6.844  C146 1.090
155 H 19.535 -25.743 8.275  C146 1.090

Output
E ... -74291.24040 eV
LUMO ... 1.98 eV
HOMO-LUMO gap ... 7.08 eV
Spin multiplicity ... 1
Total charge ... -1
HOMO ... -5.1 eV
F_max ... 4.0 eV/Å

Results of the Löwdin charge analysis, in e, for atoms 1 through 6: -0.076, -0.571, -0.056, -0.298, 0.048, 0.051